{"formula": "C2HBr2ClO", "method": "ωB97M-V/def2-TZVPD", "symbols": ["C", "C", "O", "Cl", "Br", "Br", "H"], "coordinates": [[1.366, 0.264, 1.763], [0.547, 0.811, 0.223], [1.252, 0.889, 2.734], [2.049, -1.256, 1.591], [1.672, 1.873, -0.681], [-1.177, 1.662, 0.790], [0.278, -0.208, -0.444]], "e_tot_ev": -156743.5225, "fmax_ha_per_bohr": 0.110, "spin_multiplicity": 1, "e_lumo_ha": 0.004, "orbital_gap_ev": 10.220, "homo_energy_ev": -10.10, "total_charge": 0}